a) The following is a quantum chemistry calculation of a single C4H6BNO molecule, from OMol25.

Each line ends with the Mulliken charge.
Cartesian coordinates (Å):
H1 3.291 -2.287 0.051  0.2458
N1 2.798 -1.452 -0.020  0.0375
B1 2.563 -0.226 -0.085  0.0226
O1 2.313 1.071 0.120  -0.5179
C1 1.107 1.712 -0.020  -0.4583
C2 -0.108 1.184 -0.041  0.0789
C3 -0.481 -0.173 -0.208  0.0990
C4 -1.718 -0.666 0.107  -0.9990
H2 1.232 2.736 0.108  0.3857
H3 -0.857 2.034 -0.017  0.1999
H4 0.157 -0.995 -0.454  0.2955
H5 -1.816 -1.718 -0.196  0.2712
H6 -2.448 0.013 0.407  0.3391

The value obtained for the HOMO energy is -8.68 eV. As for the HOMO-LUMO gap: 9.299 eV. Its spin multiplicity is 1.


b) The following is a quantum chemistry calculation of a single C4H6BNO molecule, from OMol25.

Each line ends with the Mulliken charge.
Cartesian coordinates (Å):
H1 -3.656 1.131 1.469  0.2844
N1 -3.112 0.551 0.804  0.0572
B1 -2.299 0.097 -0.029  0.0262
O1 -1.502 -0.610 -0.863  -0.5642
C1 -0.606 -1.577 -0.441  -0.2645
C2 0.438 -1.229 0.387  -0.1629
C3 0.764 0.196 0.771  -0.3870
C4 1.198 1.157 -0.023  -0.5551
H2 -0.714 -2.533 -0.846  0.4578
H3 1.120 -1.995 0.786  0.3364
H4 1.111 0.244 1.868  0.2355
H5 1.796 1.974 0.351  0.2855
H6 1.150 1.152 -1.123  0.2505

The value obtained for the HOMO energy is -9.11 eV. As for the HOMO-LUMO gap: 9.818 eV. Its spin multiplicity is 1.


Verdict on stability: b) comes out at the bottom.


a) The following is a quantum chemistry calculation of 2 unconnected molecules or ions with the total composition C4H11S2, from OMol25.

Each line ends with the Mulliken charge.
Cartesian coordinates (Å):
C1 0.306 -0.039 -1.303  -0.8521
S1 0.177 0.755 -2.956  -0.1521
C2 0.927 2.368 -2.577  -0.8062
H1 0.144 -1.092 -1.501  0.2938
H2 -0.471 0.278 -0.609  0.2991
H3 1.233 0.271 -0.855  0.3263
H4 0.287 3.143 -2.976  0.2978
H5 0.979 2.499 -1.496  0.2642
H6 1.952 2.403 -2.902  0.2613
C3 -1.339 -1.997 3.340  -1.0142
C4 -0.270 -1.729 2.270  -0.4512
S2 0.115 0.059 2.148  -0.7168
H7 -2.208 -1.434 3.047  0.2770
H8 -0.903 -1.645 4.272  0.2296
H9 -1.520 -3.066 3.423  0.3345
H10 -0.553 -2.063 1.267  0.1730
H11 0.687 -2.195 2.511  0.2360

The value obtained for the HOMO energy is -2.36 eV. Its charge is -1. As for the HOMO-LUMO gap: 5.504 eV. Its spin multiplicity is 1.


b) The following is a quantum chemistry calculation of 2 unconnected molecules or ions with the total composition C4H11S2, from OMol25.

Each line ends with the Mulliken charge.
Cartesian coordinates (Å):
C1 -0.489 2.098 1.170  -0.7349
S1 1.312 2.130 1.259  -0.1878
C2 1.643 0.620 0.349  -0.4622
H1 -0.810 1.132 1.541  0.2305
H2 -0.804 2.221 0.139  0.2686
H3 -0.871 2.903 1.795  0.3158
H4 1.682 0.820 -0.719  0.2662
H5 2.529 0.128 0.742  0.3618
H6 0.799 -0.072 0.462  -0.1856
C3 -0.928 -3.263 -1.623  -1.0623
C4 -0.283 -2.038 -0.982  -0.4238
S2 -1.431 -0.661 -0.640  -0.6597
H7 -1.695 -2.938 -2.328  0.2700
H8 -1.434 -3.865 -0.865  0.2346
H9 -0.197 -3.892 -2.143  0.3507
H10 0.515 -1.682 -1.644  0.1828
H11 0.213 -2.302 -0.042  0.2354

The value obtained for the HOMO energy is -2.52 eV. Its charge is -1. As for the HOMO-LUMO gap: 5.876 eV. Its spin multiplicity is 1.


Verdict on stability: a) comes out at the bottom.


a) The following is a quantum chemistry calculation of 2 unconnected molecules or ions with the total composition CH6NO, from OMol25.

Each line ends with the Mulliken charge.
Cartesian coordinates (Å):
O1 1.975 -0.135 0.099  -1.0869
H1 2.886 0.146 0.053  0.1166
C1 -0.833 -0.250 -0.660  -0.6531
N1 -1.347 0.283 0.620  -0.7037
H2 -0.215 0.492 -1.150  0.2770
H3 -1.628 -0.510 -1.372  0.2562
H4 -0.254 -1.137 -0.388  0.2683
H5 -0.531 0.307 1.231  0.3291
H6 -1.543 1.279 0.550  0.1964

The value obtained for the HOMO energy is -2.27 eV. Its charge is -1. As for the HOMO-LUMO gap: 7.050 eV. Its spin multiplicity is 1.


b) The following is a quantum chemistry calculation of 2 unconnected molecules or ions with the total composition CH6NO, from OMol25.

Each line ends with the Mulliken charge.
Cartesian coordinates (Å):
O1 -0.425 1.103 2.421  -1.1157
H1 0.137 1.212 1.650  0.1201
C1 -0.487 -0.342 -0.812  -0.6753
N1 0.948 -0.149 -0.534  -0.6413
H2 -1.120 -0.428 0.071  0.3045
H3 -0.817 0.455 -1.478  0.2287
H4 -0.570 -1.279 -1.377  0.2844
H5 1.319 -1.036 -0.216  0.2259
H6 1.014 0.465 0.273  0.2687

The value obtained for the HOMO energy is -2.23 eV. Its charge is -1. As for the HOMO-LUMO gap: 6.686 eV. Its spin multiplicity is 1.


Verdict on stability: b) comes out at the bottom.


a) The following is a quantum chemistry calculation of a single C2H5N2P molecule, from OMol25.

Each line ends with the Mulliken charge.
Cartesian coordinates (Å):
C1 -0.404 1.370 0.057  -0.1668
N1 0.813 1.007 0.084  -0.4111
C2 0.981 -0.369 0.149  -0.2975
N2 -0.353 -1.176 0.054  -0.3631
P1 -1.665 -0.135 0.039  -0.0059
H1 -0.872 2.250 -0.198  0.4292
H2 1.679 -0.648 -0.699  0.2077
H3 1.674 -0.695 0.961  0.2861
H4 -0.365 -1.888 0.772  0.2865
H5 -1.487 0.283 -1.219  0.0349

The value obtained for the HOMO energy is -8.82 eV. As for the HOMO-LUMO gap: 9.863 eV. Its spin multiplicity is 1.


b) The following is a quantum chemistry calculation of a single C2H5N2P molecule, from OMol25.

Each line ends with the Mulliken charge.
Cartesian coordinates (Å):
H1 1.381 -2.806 1.268  0.2522
N1 1.484 -1.856 0.984  -0.5715
C1 0.559 -1.417 0.211  0.0418
C2 0.481 0.038 -0.192  -0.0367
N2 -0.618 0.502 -0.455  -0.3280
P1 -1.190 2.015 -0.919  -0.1175
H2 -0.380 -1.806 -0.291  0.3155
H3 1.457 0.593 -0.273  0.3102
H4 -2.472 1.755 -0.401  0.0733
H5 -0.702 2.980 0.068  0.0605

The value obtained for the HOMO energy is -9.04 eV. As for the HOMO-LUMO gap: 9.326 eV. Its spin multiplicity is 1.


Verdict on stability: b) comes out at the bottom.


a) The following is a quantum chemistry calculation of a molecular structure, C3H7CsNO, from OMol25.

Each line ends with the Mulliken charge.
Cartesian coordinates (Å):
Cs1 -1.814 -5.034 0.477  0.9953
C1 -0.904 1.982 0.343  -1.0138
C2 -0.473 0.514 0.270  0.6385
O1 -1.291 -0.306 0.704  -0.6669
N1 0.661 0.251 -0.304  -0.1727
C3 1.323 -1.043 -0.399  -0.8256
H1 -0.309 2.373 1.168  0.2749
H2 -1.977 1.987 0.534  0.2814
H3 -0.765 2.656 -0.503  0.3701
H4 1.104 0.941 -0.894  0.2775
H5 0.635 -1.800 -0.775  0.2243
H6 1.698 -1.472 0.530  0.2797
H7 2.112 -1.049 -1.151  0.3373

The value obtained for the HOMO energy is -12.18 eV. Its charge is +1. As for the HOMO-LUMO gap: 8.294 eV. Its spin multiplicity is 1.


b) The following is a quantum chemistry calculation of a molecular structure, C3H7CsNO, from OMol25.

Each line ends with the Mulliken charge.
Cartesian coordinates (Å):
Cs1 -1.787 0.150 -3.267  1.0092
C1 1.735 0.584 -0.602  -1.0767
C2 0.435 -0.146 -0.362  0.6450
O1 -0.027 -0.934 -1.202  -0.7273
N1 -0.211 0.126 0.787  -0.1358
C3 -1.404 -0.586 1.217  -0.7945
H1 2.266 0.102 -1.414  0.3072
H2 2.354 0.659 0.289  0.3646
H3 1.494 1.617 -0.888  0.2923
H4 0.226 0.747 1.447  0.2262
H5 -2.310 -0.050 0.935  0.2379
H6 -1.369 -0.696 2.297  0.3317
H7 -1.404 -1.574 0.765  0.3202

The value obtained for the HOMO energy is -13.44 eV. Its charge is +1. As for the HOMO-LUMO gap: 9.915 eV. Its spin multiplicity is 1.


Verdict on stability: a) comes out at the bottom.


a) The following is a quantum chemistry calculation of a single C5H4N2O2 molecule, from OMol25.

Each line ends with the Mulliken charge.
Cartesian coordinates (Å):
H1 2.372 -1.836 -0.231  0.2853
N1 2.140 -0.840 -0.137  -0.5740
C1 0.853 -0.693 0.002  0.1802
N2 -0.063 -1.705 0.026  -0.5269
C2 -1.306 -1.386 0.061  0.0098
C3 -1.898 -0.039 -0.095  0.5239
O1 -3.026 0.296 -0.028  -0.4812
O2 -0.929 0.930 -0.164  -0.3506
C4 0.420 0.786 0.000  0.7863
C5 1.033 1.924 0.059  -0.8400
H2 -2.061 -2.213 0.174  0.3607
H3 0.398 2.803 0.010  0.2905
H4 2.068 1.972 0.323  0.3359

The value obtained for the HOMO energy is -9.71 eV. As for the HOMO-LUMO gap: 8.208 eV. Its spin multiplicity is 1.


b) The following is a quantum chemistry calculation of a single C5H4N2O2 molecule, from OMol25.

Each line ends with the Mulliken charge.
Cartesian coordinates (Å):
C1 -0.789 1.382 0.963  -0.1387
C2 1.804 2.710 0.774  0.5810
C3 -0.668 3.655 1.760  0.5242
C4 0.258 0.884 0.312  0.4977
C5 0.435 -0.406 -0.363  -1.0991
N1 -0.995 2.562 1.515  -0.2416
N2 1.504 1.709 0.183  -0.3918
O1 2.331 3.603 1.271  -0.3974
O2 -0.457 4.754 2.106  -0.4626
H1 -1.712 0.756 0.775  0.2143
H2 0.923 -0.358 -1.472  0.2830
H3 -0.571 -0.894 -0.407  0.3131
H4 1.053 -0.918 0.230  0.3180

The value obtained for the HOMO energy is -9.06 eV. As for the HOMO-LUMO gap: 9.623 eV. Its spin multiplicity is 1.


Verdict on stability: a) comes out at the bottom.